One molecule with the formula C21H26ClN3O2 at a distorted geometry. Source: the Open Molecules 2025 dataset; level of theory: the ωB97M-V functional and the def2-TZVPD basis.

CARTESIAN COORDINATES (ANGSTROEM)
C 5.6075 4.7333 -1.3272
C 4.0823 5.2093 -1.6728
C 2.9691 4.6879 -0.9124
N 3.2497 3.1519 -1.2153
C 2.9429 2.2762 -0.0834
C 1.1747 2.3083 0.1240
C 0.9470 1.3745 1.2851
C 2.8674 2.7160 -2.4478
C 1.5733 3.1474 -3.1457
C 0.7653 2.1057 -4.0659
N 0.4349 0.9468 -3.2330
C 0.8903 -0.2572 -2.9591
O 1.9939 -0.6743 -3.4908
C 0.0185 -0.8842 -1.9894
C 0.5271 -2.1499 -1.2000
C -0.2938 -2.2073 0.0196
C -0.5456 -3.3887 0.7160
C -1.3813 -3.0682 1.7873
C -1.7638 -4.0397 2.8650
C -2.8628 -3.8370 3.5863
C -3.6637 -2.5180 3.5426
Cl -4.8309 -2.3960 4.6899
C -3.3615 -1.7436 2.5978
C -2.3150 -1.7922 1.7514
N -2.1059 -0.8955 0.7611
C -1.1790 -1.3496 -0.2403
O -0.9988 -0.2707 -1.1655
H 6.2742 5.3117 -1.9983
H 5.5979 3.7269 -1.6153
H 5.5626 4.8809 -0.3085
H 3.9064 5.0519 -2.8317
H 4.0208 6.3521 -1.4679
H 2.0046 4.9240 -1.3612
H 3.3587 4.6673 -0.0421
H 2.9344 1.2893 -0.5005
H 3.4799 2.5028 0.7214
H 0.5681 2.0843 -0.5426
H 0.9696 3.1753 0.4149
H 1.2906 0.3094 1.1793
H -0.0351 1.1785 1.4175
H 1.5063 1.6933 2.0865
H 2.8539 1.5698 -2.4663
H 3.5953 2.9917 -3.0834
H 0.6865 3.3343 -2.4405
H 1.7396 3.9337 -3.8454
H 0.0078 2.5076 -4.7553
H 1.4327 1.4897 -4.5346
H -0.4741 1.3887 -2.4774
H 1.4783 -2.6462 -1.5655
H 0.4001 -4.2543 0.8359
H -1.1164 -4.9826 3.0166
H -2.8857 -4.5569 4.3409
H -3.7384 -0.9422 2.5961

SMILES: CCCN(CCC)CCCNC(=O)c1cc2cc3ccc(Cl)cc3nc2o1
2S+1: 1
M: 387.9 g/mol
largest force on an atom: 14.2 eV/Å
Kohn-Sham gap: 6.577 eV
calculated total energy: -43271.851 eV
E_LUMO: -0.0377 Ha
ΔE to the lowest compared entry with this formula, charge and spin: 380.7 kcal/mol

=====

C40H50Br2F4KO5PSSi2 as an isolated structure. Source: the Open Molecules 2025 dataset; level of theory: the ωB97M-V functional and the def2-TZVPD basis.

CARTESIAN COORDINATES (ANGSTROEM)
K 0.8811 0.0149 -1.6044
F 2.4829 -7.6078 -2.8049
C 1.8137 -6.5663 -2.2943
C 1.3598 -6.6104 -0.9883
F 1.5783 -7.6926 -0.2327
C 0.6558 -5.5245 -0.4812
F 0.1971 -5.6435 0.7716
C 0.4184 -4.3953 -1.2464
P -0.4199 -2.8717 -0.6299
C -2.1445 -3.2198 -1.0918
C -2.9536 -2.0947 -1.2355
C -4.2944 -2.2377 -1.5646
C -4.8309 -3.4985 -1.7707
C -4.0252 -4.6222 -1.6458
C -2.6894 -4.4825 -1.3053
C -0.4345 -2.9655 1.1862
C 0.7293 -2.5215 1.8143
C 0.7927 -2.4620 3.1961
C -0.3103 -2.8270 3.9556
C -1.4728 -3.2541 3.3341
C -1.5373 -3.3245 1.9517
C 0.8935 -4.3576 -2.5722
Br 0.6805 -2.8477 -3.6754
C 1.5766 -5.4424 -3.0812
F 2.0413 -5.4603 -4.3319
H -2.5535 -1.0920 -1.1001
H -4.9024 -1.3497 -1.6735
H -5.8747 -3.6085 -2.0397
H -4.4359 -5.6100 -1.8159
H -2.0699 -5.3662 -1.2074
H 1.5760 -2.1914 1.2202
H 1.6950 -2.0989 3.6703
H -0.2700 -2.7573 5.0366
H -2.3423 -3.5152 3.9247
H -2.4506 -3.6476 1.4691
C -0.2866 0.5444 -6.6170
Si 0.9608 0.6111 -5.1054
C 2.5670 0.2769 -6.1793
C 1.1353 2.5538 -4.9907
H 0.0693 1.1497 -7.4522
H -1.2812 0.9035 -6.3374
H -0.4120 -0.4845 -6.9694
H 2.6074 0.9340 -7.0500
H 2.5880 -0.7587 -6.5344
H 3.4830 0.4244 -5.5995
H 1.2768 2.9843 -5.9851
H 1.9916 2.8378 -4.3729
H 0.2614 3.0216 -4.5338
Br 7.8399 2.2502 1.3094
C 7.0222 0.7753 0.4226
C 7.8038 -0.3142 0.0808
C 7.1994 -1.3857 -0.5601
C 5.8430 -1.3606 -0.8409
C 5.0736 -0.2540 -0.4951
C 5.6711 0.8241 0.1378
C 3.5718 -0.2268 -0.8067
O 3.0010 0.8641 -0.6225
O 3.0725 -1.3018 -1.1967
H 8.8609 -0.3206 0.3105
H 7.7938 -2.2464 -0.8419
H 5.3436 -2.1847 -1.3299
H 5.0655 1.6842 0.3896
C 1.7730 0.7857 2.7108
C 0.9179 2.0298 2.4682
C 0.5022 2.6681 3.7937
C 1.6930 3.0263 1.6217
O -0.2495 1.5605 1.8050
Si -1.4959 2.3301 1.0144
S -1.8169 1.5922 -0.8393
O -2.7910 2.2718 2.0757
C -3.4684 1.1719 2.6569
C -4.9548 1.5222 2.6388
C -2.9719 1.0271 4.0966
C -3.2364 -0.1243 1.9004
O -1.1289 3.9481 1.1589
C -1.9523 5.0887 0.9940
C -3.0592 4.8337 -0.0250
C -1.0317 6.2069 0.5050
C -2.5480 5.4499 2.3532
H 2.6978 1.0335 3.2364
H 2.0340 0.3347 1.7534
H 1.2085 0.0601 3.3010
H 1.3819 2.9898 4.3592
H -0.0521 1.9518 4.4002
H -0.1322 3.5336 3.6111
H 2.6049 3.3240 2.1491
H 1.0978 3.9163 1.4324
H 1.9949 2.5794 0.6788
H -5.1223 2.4641 3.1657
H -5.5536 0.7438 3.1164
H -5.2947 1.6409 1.6097
H -3.1402 1.9582 4.6419
H -1.9027 0.8227 4.0877
H -3.4807 0.2139 4.6192
H -3.5741 -0.0310 0.8712
H -3.7853 -0.9367 2.3829
H -2.1805 -0.3902 1.8874
H -2.6337 4.5010 -0.9699
H -3.6393 5.7476 -0.1885
H -3.7350 4.0561 0.3268
H -0.5903 5.9291 -0.4515
H -0.2256 6.3579 1.2245
H -1.5722 7.1481 0.3823
H -3.1089 4.6051 2.7460
H -3.2123 6.3153 2.2746
H -1.7483 5.6922 3.0558

2S+1: 1
M: 1004.9 g/mol
largest force on an atom: 1.0 eV/Å
Kohn-Sham gap: 4.493 eV
net charge: -2
calculated total energy: -255697.070 eV
E_LUMO: 0.1359 Ha
ΔE to the lowest compared entry with this formula, charge and spin: 17.2 kcal/mol

=====

A 2-piece molecular cluster, C4H10O2 overall at a distorted geometry. Source: the Open Molecules 2025 dataset; level of theory: the ωB97M-V functional and the def2-TZVPD basis.

CARTESIAN COORDINATES (ANGSTROEM)
C 2.4945 -1.0952 0.5314
O 1.5523 -0.4557 -0.4779
C 2.1435 -0.6423 1.9612
H 3.4843 -0.6716 0.4064
H 2.6265 -2.2692 0.3145
H 2.1205 -0.2128 -1.2400
H 2.4510 0.4440 2.1922
H 2.5876 -1.3570 2.7099
H 1.0464 -0.6642 2.2488
C -3.1521 1.1723 -1.5128
C -2.5449 0.9462 -0.3240
O -1.2091 0.2991 -0.2564
H -4.1494 1.6093 -1.6316
H -2.6620 0.7240 -2.4123
H -3.1477 1.0373 0.5747
H -0.7482 0.3268 -1.2235

2S+1: 2
expectation value of S²: 0.75
M: 90.1 g/mol
largest force on an atom: 3.5 eV/Å
Kohn-Sham gap (alpha / beta): 2.780 / 9.515 eV
net charge: -1
calculated total energy: -8401.360 eV
E_LUMO (alpha / beta): 0.1438 / 0.1375 Ha
ΔE to the lowest compared entry with this formula, charge and spin: 67.4 kcal/mol